Version P
C5H3NO | ωB97M-V with the def2-TZVPD basis set

As for the charge: 0. The spin multiplicity is 1. For the HOMO-LUMO gap, the calculation gives 0.30795 Ha.

Cartesian coordinates (Å):
O  0.37  -1.30  1.35
N  -2.11  0.85  -2.08
C  -1.36  0.33  -1.35
C  0.74  0.89  -0.04
C  -0.46  -1.19  0.38
C  1.43  0.39  0.97
C  -0.36  -0.09  -0.45
H  2.22  0.21  1.68
H  -1.24  -1.94  0.13
H  0.77  1.85  -0.59

=====

Version Q
C5H3NO | ωB97M-V with the def2-TZVPD basis set

As for the charge: 0. The spin multiplicity is 1. For the HOMO-LUMO gap (spin up / spin down), the calculation gives 0.29211 / 0.29049 Ha.

Cartesian coordinates (Å):
O  -0.07  1.18  0.01
N  0.11  -1.12  -0.02
C  -2.05  -0.12  0.00
C  0.84  0.03  0.00
C  -1.32  0.99  0.01
C  -1.12  -1.11  -0.01
C  2.15  0.17  0.00
H  2.62  1.13  0.00
H  2.77  -0.71  0.00
H  -3.94  -0.44  0.01

=====

Version R
C5H3NO | ωB97M-V with the def2-TZVPD basis set

As for the charge: 0. The spin multiplicity is 1. The SMILES is N#Cc1ccoc1. For the HOMO-LUMO gap, the calculation gives 0.38508 Ha.

Cartesian coordinates (Å):
O  1.66  -0.42  0.07
N  -2.93  -0.01  1.32
C  -0.17  0.46  -0.86
C  -1.84  -0.09  0.95
C  1.14  0.39  -1.09
C  0.65  -0.68  0.92
C  -0.51  -0.15  0.43
H  -0.64  1.05  -1.66
H  1.81  0.68  -1.93
H  0.84  -1.24  1.86

=====

Most stable = version R

=====

Version P
CH4BClS | ωB97M-V with the def2-TZVPD basis set

As for the charge: 0. The spin multiplicity is 1. For the HOMO-LUMO gap, the calculation gives 0.33464 Ha.

Cartesian coordinates (Å):
Cl  1.63  -1.70  -0.85
S  0.97  0.23  -0.99
C  0.22  0.41  0.66
B  -0.89  -0.19  -0.23
H  -1.04  -1.47  -0.22
H  -1.63  0.32  -0.94
H  0.01  2.05  0.91
H  0.74  0.36  1.65

=====

Version Q
CH4BClS | ωB97M-V with the def2-TZVPD basis set

As for the charge: 0. The spin multiplicity is 1. The SMILES is BCSCl. For the HOMO-LUMO gap, the calculation gives 0.32576 Ha.

Cartesian coordinates (Å):
Cl  2.89  0.43  0.36
S  1.46  -0.78  -0.44
C  -0.18  0.12  -0.62
B  -0.85  -0.06  0.78
H  -0.14  1.05  -0.98
H  -0.72  -0.42  -1.30
H  -1.04  -1.17  1.02
H  -1.43  0.82  1.18

=====

Most stable = version Q

=====

Version P
C6H10FN | ωB97M-V with the def2-TZVPD basis set

As for the charge: 0. The spin multiplicity is 1. For the HOMO-LUMO gap (spin up / spin down), the calculation gives 0.30136 / 0.30139 Ha.

Cartesian coordinates (Å):
F  -2.48  0.21  2.10
N  -1.91  2.26  1.31
C  -1.49  1.09  1.79
C  -0.07  -1.56  0.06
C  0.89  0.55  -0.57
C  -0.14  -0.25  0.20
C  1.43  -0.52  -1.52
C  1.05  -1.93  -0.85
H  -0.68  -2.25  0.51
H  0.85  -0.52  -2.46
H  -1.27  2.91  0.82
H  2.64  -0.37  -1.63
H  0.64  -2.75  -1.54
H  1.67  0.83  0.03
H  0.45  1.27  -1.18
H  -0.70  1.19  2.45
H  -2.72  2.04  0.79
H  1.84  -2.21  -0.29

=====

Version Q
C6H10FN | ωB97M-V with the def2-TZVPD basis set

As for the charge: 0. The spin multiplicity is 1. For the HOMO-LUMO gap, the calculation gives 0.35555 Ha.

Cartesian coordinates (Å):
F  -4.26  -0.87  -0.41
N  -3.63  1.08  0.25
C  0.26  -0.72  0.47
C  -3.21  -0.03  -0.21
C  0.45  0.66  -0.24
C  1.95  0.65  -0.51
C  1.29  -1.52  0.31
C  2.49  -0.80  -0.24
H  2.32  0.92  -1.53
H  2.98  -1.39  -1.12
H  -0.52  -1.08  1.14
H  -0.14  0.76  -1.11
H  3.24  -0.76  0.51
H  2.41  1.22  0.27
H  1.60  -2.40  0.83
H  0.24  1.40  0.51
H  -4.67  1.15  0.53
H  -2.79  1.74  0.55

=====

Most stable = version Q

=====

Version P
C16H62O23 | ωB97M-V with the def2-TZVPD basis set

As for the charge: 0. The spin multiplicity is 1. For the HOMO-LUMO gap, the calculation gives 0.37361 Ha.

Cartesian coordinates (Å):
O  1.04  -2.91  2.41
O  -0.13  2.28  -1.72
O  -4.88  0.84  1.72
O  -2.23  -0.87  1.75
O  1.07  1.24  4.50
O  0.42  4.50  -3.78
O  -1.94  -3.50  -2.89
O  4.79  1.44  -0.39
O  0.14  5.37  -1.00
O  3.51  -3.91  1.40
O  3.39  0.75  2.98
O  -2.66  1.02  -0.22
O  -0.20  -1.37  -3.19
O  -0.54  -0.85  3.96
O  -1.81  1.03  -3.70
O  -2.77  -2.12  -0.66
O  0.77  0.85  1.76
O  -0.51  3.18  0.74
O  -1.56  3.49  -5.31
O  0.13  -0.96  -0.12
O  6.30  -4.71  0.12
O  -3.70  -1.14  -3.24
O  4.70  -1.25  1.32
C  -2.89  -2.14  1.68
C  -3.67  -2.20  0.42
C  -0.32  -2.22  4.25
C  3.86  -4.77  0.26
C  -3.19  -3.41  -3.47
C  5.20  -5.51  0.49
C  -4.50  2.00  0.95
C  -3.47  -2.10  -4.17
C  0.46  4.15  1.02
C  -3.96  1.58  -0.42
C  2.38  1.41  5.05
C  0.80  3.84  -4.99
C  0.15  5.50  0.40
C  3.31  0.46  4.42
C  -0.36  3.86  -5.97
C  1.03  -2.73  3.82
H  -2.11  -2.95  1.66
H  3.11  -5.52  0.26
H  0.72  4.10  -2.96
H  -0.52  -2.46  5.35
H  2.63  2.44  4.81
H  -1.33  3.81  -4.40
H  0.46  1.58  -1.38
H  -0.22  3.09  -6.73
H  -3.08  -0.43  -3.39
H  -1.26  -0.80  3.28
H  3.76  -4.31  -0.74
H  5.66  1.82  -0.40
H  1.17  2.87  -4.72
H  -0.12  -1.20  -1.02
H  -0.56  -0.65  -3.75
H  -0.73  -2.19  -3.42
H  -0.83  5.92  0.81
H  -2.70  -1.83  -4.86
H  -4.41  -2.23  -4.67
H  6.44  -4.04  0.80
H  -1.35  1.37  -2.95
H  0.33  4.38  2.10
H  3.86  -3.02  1.26
H  4.28  0.60  4.82
H  0.81  0.35  4.74
H  1.45  3.77  0.83
H  2.88  -0.51  4.56
H  -4.50  -1.47  0.39
H  0.95  6.20  0.68
H  1.22  -3.65  4.37
H  -3.52  -2.37  2.53
H  -1.54  1.71  -4.39
H  -2.93  -1.39  -1.24
H  -0.19  6.14  -1.41
H  -3.29  -4.21  -4.19
H  -5.25  2.75  0.97
H  2.48  0.89  2.64
H  4.31  1.57  0.44
H  -3.62  2.44  1.50
H  -4.65  0.89  -0.92
H  -0.27  2.27  0.96
H  -2.04  1.67  -0.63
H  4.79  -0.82  0.46
H  0.01  -1.74  0.42
H  -1.04  -2.74  3.67
H  -3.80  2.40  -1.14
H  -4.09  -3.21  0.45
H  5.22  -5.83  1.54
H  5.18  -6.42  -0.13
H  -0.43  2.72  -0.90
H  1.95  -2.09  4.00
H  -4.01  -3.63  -2.78
H  -0.55  4.87  -6.35
H  -4.09  0.26  1.56
H  0.50  0.76  2.69
H  4.11  -0.61  1.77
H  -2.04  -3.22  -1.98
H  -1.86  -0.69  0.87
H  1.71  4.35  -5.39
H  2.39  1.39  6.12
H  1.84  -3.36  2.08
H  0.53  0.07  1.24

=====

Version Q
C16H62O23 | ωB97M-V with the def2-TZVPD basis set

As for the charge: 0. The spin multiplicity is 1. For the HOMO-LUMO gap, the calculation gives 0.36251 Ha.

Cartesian coordinates (Å):
O  -1.08  -1.90  5.68
O  1.28  1.35  3.02
O  0.89  0.89  -4.33
O  -2.16  2.51  -0.49
O  0.72  5.84  2.93
O  -4.53  1.92  4.01
O  0.88  1.88  0.01
O  3.83  2.25  -0.16
O  2.71  2.43  -2.71
O  3.13  3.31  2.23
O  -0.38  -1.43  -0.65
O  -0.69  -2.60  2.21
O  -3.17  -0.65  1.76
O  1.55  -1.98  -2.84
O  0.81  3.97  -1.77
O  -1.19  2.61  2.51
O  -2.86  -2.61  -0.19
O  -1.12  -3.76  -4.40
O  -3.13  -0.04  -1.04
O  3.70  -0.30  0.63
O  -2.71  0.86  -4.20
O  4.89  -2.08  -2.20
O  -1.18  -5.66  -0.58
C  -3.87  0.74  3.73
C  0.06  -0.40  0.18
C  -3.81  0.59  2.18
C  -2.67  -3.90  -0.69
C  2.44  4.51  1.91
C  0.57  0.74  -0.74
C  -1.18  -2.64  4.47
C  -0.48  -1.81  3.39
C  3.76  -1.46  -0.09
C  -1.45  -4.49  0.06
C  -0.37  -3.17  -3.38
C  0.94  -2.60  -3.89
C  1.58  4.75  3.16
C  4.66  -1.00  -1.24
C  -0.42  0.88  -4.92
C  -1.35  0.87  -3.78
H  -2.60  -4.03  -1.76
H  -3.53  -4.48  -0.45
H  1.98  1.96  3.28
H  1.03  3.84  3.50
H  -0.61  -3.55  4.59
H  -2.17  -2.70  4.24
H  -0.60  -3.90  -0.04
H  1.01  4.77  -1.22
H  0.54  -1.76  3.56
H  1.46  1.70  0.75
H  1.87  4.31  1.03
H  -2.71  0.77  -0.80
H  -1.01  -6.30  0.08
H  0.81  3.28  -1.06
H  2.04  3.08  -2.39
H  -3.14  -0.57  0.75
H  1.47  0.57  -1.35
H  4.01  1.35  -0.04
H  -0.24  2.40  2.67
H  -0.75  -0.16  0.83
H  -0.08  1.00  -1.48
H  -4.76  0.82  1.74
H  0.80  -1.78  -2.34
H  2.19  1.80  -3.18
H  -1.16  2.32  1.59
H  -0.25  -1.92  6.00
H  3.81  -0.61  1.49
H  3.38  2.96  1.44
H  -3.85  2.60  4.10
H  -3.28  1.45  1.70
H  -3.34  -2.87  0.66
H  0.80  -1.84  -4.75
H  -2.43  2.63  -1.42
H  -2.99  -0.08  -4.36
H  1.63  -3.39  -4.19
H  5.40  -1.66  -2.87
H  -1.27  -0.04  -3.18
H  1.49  0.31  -4.82
H  3.61  2.43  -1.07
H  -1.28  1.60  -3.03
H  -0.21  -3.90  -2.52
H  -2.90  0.83  4.13
H  0.87  -0.93  0.72
H  5.63  -0.74  -0.88
H  -2.44  -0.70  -1.10
H  -2.53  3.34  -0.11
H  -0.84  -0.82  3.28
H  4.21  -1.99  0.67
H  -0.93  -2.02  -0.14
H  3.01  5.41  1.72
H  2.86  -2.05  -0.28
H  4.12  -0.14  -1.79
H  -1.58  -2.92  2.09
H  2.33  5.06  3.94
H  0.49  5.91  2.04
H  -1.72  -4.78  1.03
H  1.08  0.89  3.83
H  -0.57  0.03  -5.57
H  -4.47  -0.01  4.19
H  -0.52  1.81  -5.48
H  -0.62  -4.50  -4.72
H  -1.09  -2.51  -3.03

=====

Most stable = version P

=====

Version P
C3H2N2OS2 | ωB97M-V with the def2-TZVPD basis set

As for the charge: 0. The spin multiplicity is 1. For the HOMO-LUMO gap (spin up / spin down), the calculation gives 0.25443 / 0.25440 Ha.

Cartesian coordinates (Å):
S  2.70  -0.09  -0.96
S  2.72  0.71  0.89
O  -1.24  -1.53  0.61
N  0.04  -1.25  0.22
N  -1.28  0.53  -0.01
C  -1.94  -0.45  0.47
C  1.10  0.71  -0.71
C  -0.03  0.04  -0.16
H  -2.94  -0.32  0.69
H  0.87  1.64  -1.03

=====

Version Q
C3H2N2OS2 | ωB97M-V with the def2-TZVPD basis set

As for the charge: 0. The spin multiplicity is 1. For the HOMO-LUMO gap, the calculation gives 0.30571 Ha.

Cartesian coordinates (Å):
S  2.04  2.06  1.46
S  0.05  2.18  2.10
O  -0.14  -0.66  -2.24
N  0.65  -0.07  -1.28
N  -1.20  -0.90  -0.30
C  -0.02  -0.16  -0.20
C  0.91  0.79  1.79
C  -1.22  -1.19  -1.53
H  0.94  -0.24  2.21
H  -2.03  -1.81  -2.01

=====

Most stable = version P

=====

Version P
C6H14O2 | ωB97M-V with the def2-TZVPD basis set

As for the charge: 0. The spin multiplicity is 1. The SMILES is C=C/C=C/CC.O.O. For the HOMO-LUMO gap, the calculation gives 0.39981 Ha.

Cartesian coordinates (Å):
O  -2.44  0.30  -0.07
O  0.18  -2.22  2.78
C  1.33  2.04  -0.12
C  -0.89  -2.13  -0.33
C  0.82  3.19  -1.14
C  0.18  -1.61  -0.87
C  0.53  0.83  -0.45
C  0.92  -0.40  -0.31
H  0.45  2.92  -2.18
H  -1.31  -1.84  0.62
H  1.89  -0.74  -0.01
H  0.41  -1.92  -1.90
H  -0.49  0.97  -1.00
H  -1.77  0.05  0.58
H  -0.37  -1.68  2.22
H  -1.65  -2.93  -0.68
H  -0.19  3.44  -0.87
H  1.38  4.02  -1.20
H  2.41  2.02  -0.34
H  1.04  2.40  0.81
H  0.69  -2.66  2.07
H  -2.08  -0.42  -0.68

=====

Version Q
C6H14O2 | ωB97M-V with the def2-TZVPD basis set

As for the charge: 0. The spin multiplicity is 1. The SMILES is C=C(C)C(=C)C.O.O. For the HOMO-LUMO gap, the calculation gives 0.34665 Ha.

Cartesian coordinates (Å):
O  0.63  4.25  -3.88
O  -1.42  -5.46  -4.19
C  0.24  -1.42  0.93
C  1.32  0.77  0.30
C  0.59  0.09  1.11
C  -0.24  0.66  2.28
C  -0.22  1.99  2.48
C  -0.68  -0.26  3.32
H  1.63  1.89  0.26
H  1.76  0.42  -0.67
H  0.12  -0.37  4.04
H  -0.13  4.60  -4.38
H  -0.36  2.54  3.39
H  0.18  2.64  1.72
H  -0.40  -1.51  0.06
H  -0.90  -1.32  3.03
H  -0.93  -4.71  -3.99
H  -1.34  -6.19  -3.63
H  -1.61  -0.11  3.86
H  1.35  4.72  -4.28
H  1.05  -2.14  0.78
H  -0.11  -1.81  1.88

=====

Most stable = version Q

=====

Version P
C6H14O2 | ωB97M-V with the def2-TZVPD basis set

As for the charge: 0. The spin multiplicity is 1. The SMILES is CC(=O)C(C)C.CO. For the HOMO-LUMO gap, the calculation gives 0.37555 Ha.

Cartesian coordinates (Å):
O  0.13  0.66  -1.83
O  -0.19  2.41  2.02
C  0.50  -2.23  -0.14
C  -0.38  -0.99  -0.01
C  1.86  0.48  -0.21
C  -0.73  2.30  0.73
C  -1.73  -1.20  -0.69
C  0.44  0.29  -0.70
H  1.31  -2.22  0.59
H  0.94  -2.30  -1.14
H  -0.08  -3.14  0.06
H  -0.80  1.12  0.46
H  -2.49  -0.54  -0.25
H  -1.68  -0.99  -1.76
H  0.73  2.10  1.99
H  -1.72  2.75  0.72
H  -0.13  2.85  0.00
H  -2.09  -2.22  -0.58
H  2.02  0.02  0.76
H  -0.53  -0.78  1.06
H  2.56  0.07  -0.94
H  2.05  1.55  -0.11

=====

Version Q
C6H14O2 | ωB97M-V with the def2-TZVPD basis set

As for the charge: 0. The spin multiplicity is 1. The SMILES is C=C/C=C/CC.O.O. For the HOMO-LUMO gap, the calculation gives 0.34774 Ha.

Cartesian coordinates (Å):
O  0.36  3.03  1.37
O  -2.07  0.92  -1.98
C  0.28  -0.86  0.47
C  -0.60  -1.79  1.26
C  0.01  -2.30  2.58
C  0.67  -1.06  -0.78
C  1.25  -0.05  -1.69
C  0.75  1.18  -1.68
H  -2.97  0.59  -1.98
H  0.72  -1.58  2.91
H  0.36  -1.99  -1.26
H  -0.78  -2.61  3.25
H  0.63  -3.16  2.29
H  0.08  1.59  -0.94
H  1.11  1.94  -2.37
H  -1.03  -2.57  0.65
H  -1.30  -0.98  1.54
H  2.02  -0.27  -2.42
H  0.54  0.10  0.89
H  -1.48  0.17  -1.84
H  0.02  3.77  1.88
H  1.13  3.32  0.88

=====

Version R
C6H14O2 | ωB97M-V with the def2-TZVPD basis set

As for the charge: 0. The spin multiplicity is 1. For the HOMO-LUMO gap, the calculation gives 0.20741 Ha.

Cartesian coordinates (Å):
O  2.32  -0.10  1.92
O  2.38  -0.67  -0.72
C  -1.35  2.02  0.79
C  0.07  -1.18  -1.16
C  1.19  -0.36  -0.85
C  -1.22  -0.49  -1.41
C  -2.07  -0.29  -0.16
C  -1.45  0.50  1.06
H  -0.44  0.09  1.25
H  -1.34  1.48  -1.65
H  -0.49  2.11  0.11
H  2.76  -0.13  1.05
H  -2.15  0.29  1.87
H  -0.53  0.37  -1.84
H  2.86  -0.68  2.47
H  -1.85  -0.97  -2.17
H  0.12  -2.27  -1.17
H  -2.15  2.48  0.22
H  1.04  0.74  -0.89
H  -2.30  -1.28  0.19
H  -1.10  2.51  1.75
H  -2.98  0.27  -0.38

=====

Most stable = version P

=====

Version P
C2H5NO | ωB97M-V with the def2-TZVPD basis set

As for the charge: 0. The spin multiplicity is 1. For the HOMO-LUMO gap, the calculation gives 0.39355 Ha.

Cartesian coordinates (Å):
O  1.23  -0.61  0.00
N  0.75  0.70  0.02
C  -0.53  0.71  -0.01
C  -1.41  -0.51  -0.01
H  2.19  -0.42  -0.08
H  -2.47  -0.30  -0.65
H  -0.59  -1.47  -0.46
H  -0.95  1.70  -0.02
H  -1.60  -0.76  1.22

=====

Version Q
C2H5NO | ωB97M-V with the def2-TZVPD basis set

As for the charge: 0. The spin multiplicity is 1. The SMILES is CNC=O. For the HOMO-LUMO gap, the calculation gives 0.39470 Ha.

Cartesian coordinates (Å):
O  1.50  -1.04  0.77
N  0.15  0.35  -0.43
C  1.31  -0.29  -0.16
C  -1.05  0.09  0.34
H  2.10  -0.06  -0.90
H  -1.60  -0.77  -0.04
H  0.07  0.88  -1.29
H  -1.71  0.96  0.32
H  -0.76  -0.11  1.38

=====

Most stable = version Q